# 1
Formula: C35H48O5
Source: OMol25
Level of theory: wB97M-V/def2-TZVPD

Geometry as XYZ:
```
88
Properties=species:S:1:pos:R:3:forces:R:3:mulliken_charge:R:1
C -1.329 8.323 -2.839 0.1 0.3 -0.6 -1.073
C -2.778 8.638 -3.414 0.0 -0.1 1.5 -0.470
C -3.861 7.655 -2.773 0.3 0.4 -1.4 -0.680
C -4.153 6.481 -3.805 0.3 -0.7 2.5 -0.700
C -4.864 5.313 -2.968 0.5 1.0 -1.3 -0.231
C -5.013 4.051 -3.897 -0.5 0.4 0.2 -0.561
C -5.998 2.916 -3.370 -0.1 0.4 -0.3 -0.574
C -6.557 3.130 -1.915 0.4 -0.8 0.5 -0.947
C -5.503 2.803 -0.765 -0.5 -0.3 -1.0 -0.357
C -5.067 1.281 -0.894 -0.3 0.7 0.9 -0.753
C -4.679 0.751 0.548 0.8 0.5 -0.7 -0.569
C -3.133 1.065 0.782 -0.2 -1.3 0.9 -0.711
C -2.552 0.038 1.875 -0.7 0.4 -0.8 -0.818
C -1.854 -1.195 1.141 -0.2 0.3 1.1 -1.084
C -0.270 -1.202 1.343 -1.4 -0.2 0.2 0.503
C 0.002 -1.816 2.773 0.0 -1.2 -0.6 -1.229
C 1.435 -2.378 2.986 2.5 0.7 1.6 0.380
C 2.304 -1.647 3.939 1.2 -2.0 -0.9 -1.011
C 3.668 -2.103 4.252 -1.3 -0.9 -1.0 -1.067
C 4.194 -3.310 3.627 -1.5 -0.2 -1.5 0.446
C 3.356 -4.044 2.646 0.0 1.6 1.2 0.846
C 1.995 -3.567 2.346 -0.4 -0.1 0.8 0.518
C 1.060 -4.342 1.335 1.2 0.5 -0.5 -1.167
C 1.689 -4.124 -0.119 -0.6 -0.8 0.5 -0.849
O 2.354 -2.832 -0.080 1.0 -0.5 -1.0 0.005
C 3.022 -2.576 -1.282 0.0 0.1 -0.3 0.290
O 2.376 -2.431 -2.289 0.7 -0.2 0.5 -0.573
C 4.592 -2.468 -1.256 -0.4 0.7 0.6 -0.200
C 5.097 -1.376 -0.230 0.3 0.1 0.2 -0.895
C 3.971 -5.314 2.016 0.5 -0.7 -0.1 0.470
O 3.302 -6.189 1.486 0.1 0.9 0.3 -0.607
C 5.510 -5.589 2.054 1.5 0.8 0.8 -0.004
C 6.095 -6.578 1.160 1.0 0.7 1.0 -0.593
C 7.527 -6.875 1.206 -1.5 2.0 1.8 -0.610
C 8.348 -6.139 2.187 -1.7 -0.2 -0.4 0.649
O 9.708 -6.464 2.241 -1.3 0.7 -0.6 -0.526
C 7.779 -5.137 3.095 -0.8 -1.1 -1.1 -0.686
C 6.356 -4.860 3.032 -0.5 -1.4 -1.9 0.452
C 5.613 -3.864 3.954 -0.1 0.5 0.7 0.181
O 6.113 -3.506 5.004 0.1 -0.2 -0.8 -0.588
H -1.133 8.886 -1.885 -0.4 -0.7 -0.8 0.300
H -0.538 8.685 -3.560 -0.8 -0.5 0.7 0.309
H -1.183 7.220 -2.665 -0.1 1.1 -0.2 0.282
H -2.808 8.537 -4.529 0.0 0.3 1.0 0.339
H -3.015 9.682 -3.063 0.2 -0.9 -0.9 0.317
H -3.418 7.261 -1.814 -0.7 0.3 -0.9 0.332
H -4.831 8.193 -2.571 1.0 -0.5 0.0 0.335
H -4.781 6.801 -4.671 0.7 -0.2 0.6 0.367
H -3.144 6.074 -4.098 -1.0 0.4 -0.3 0.291
H -5.835 5.743 -2.607 0.7 -0.7 -0.3 0.177
H -4.204 5.155 -2.075 -0.7 -0.2 -0.8 0.080
H -3.978 3.667 -4.111 -1.0 0.2 0.3 0.332
H -5.417 4.403 -4.891 0.5 -0.2 1.0 0.252
H -6.900 2.858 -4.050 1.0 0.1 0.6 0.403
H -5.462 1.936 -3.503 -0.7 0.8 0.5 0.206
H -7.397 2.386 -1.777 0.7 0.8 -0.1 0.462
H -7.005 4.142 -1.741 0.5 -0.8 -0.5 0.361
H -5.991 3.031 0.224 0.5 -0.4 -0.9 0.471
H -4.589 3.447 -0.829 -0.8 -0.4 0.0 0.076
H -5.886 0.682 -1.379 0.7 0.5 0.6 0.426
H -4.175 1.250 -1.572 -0.8 -0.2 0.6 0.292
H -4.898 -0.349 0.673 0.4 1.1 -0.2 0.346
H -5.265 1.330 1.319 0.5 -0.8 -0.7 0.246
H -2.568 0.838 -0.161 -0.5 0.7 0.7 0.358
H -2.997 2.127 1.105 -0.1 -0.9 -0.5 0.274
H -1.857 0.556 2.584 -0.4 -0.5 -0.6 0.423
H -3.452 -0.298 2.470 1.1 0.2 -0.4 0.399
H -2.307 -2.115 1.620 0.8 0.7 -0.7 0.344
H -2.149 -1.232 0.061 0.3 0.2 0.9 0.587
H 0.136 -1.821 0.501 0.1 0.7 1.0 -0.411
H 0.127 -0.149 1.313 -0.3 -1.1 -0.2 0.362
H -0.313 -1.091 3.575 0.7 -0.7 -0.8 0.555
H -0.703 -2.695 2.882 0.7 0.9 0.0 0.336
H 1.936 -0.727 4.456 0.3 -1.0 -0.6 0.313
H 4.282 -1.531 4.991 -0.6 -0.7 -0.8 0.397
H 0.024 -3.926 1.331 1.0 -0.3 0.2 0.374
H 1.021 -5.431 1.587 0.1 1.0 -0.3 0.467
H 2.454 -4.914 -0.357 -0.8 0.7 0.3 0.536
H 0.892 -4.163 -0.910 0.7 0.3 0.7 0.393
H 4.876 -2.179 -2.304 -0.2 -0.5 1.1 0.285
H 5.067 -3.441 -0.951 -0.7 0.7 -0.5 0.183
H 4.734 -1.583 0.818 0.1 0.3 -1.2 0.117
H 6.224 -1.375 -0.159 -1.1 -0.2 -0.3 0.332
H 4.809 -0.335 -0.553 0.1 -1.1 0.4 0.322
H 5.403 -7.097 0.452 0.8 0.5 0.7 0.392
H 7.986 -7.649 0.552 -0.4 0.7 0.6 0.320
H 9.932 -6.688 1.316 0.2 0.0 0.7 0.314
H 8.442 -4.619 3.821 -0.6 -0.5 -0.6 0.423
```
Positions in Å, forces in eV/Å.

Its HOMO-LUMO gap is 8.131 eV. Its spin multiplicity is 1. For the LUMO energy, the calculation gives -0.94 eV. The SMILES is CCCCCCCCCCCCCCCCc1ccc2c(c1CCOC(=O)CC)C(=O)c1ccc(O)cc1C2=O.

# 2
Formula: C35H49Cl28F17O5S
Source: OMol25
Level of theory: wB97M-V/def2-TZVPD

Geometry as XYZ:
```
135
Properties=species:S:1:pos:R:3:forces:R:3:mulliken_charge:R:1
C -4.601 2.014 2.546 -0.7 0.5 0.5 -0.009
C -3.383 1.936 2.041 0.1 -0.6 -0.4 -0.825
C -3.011 0.801 1.102 0.6 2.0 0.2 -0.887
O -4.066 -0.157 1.209 0.4 -0.6 -1.2 -0.219
S -3.997 -1.101 -0.068 -1.5 -1.5 -0.4 1.349
O -4.926 -2.157 0.166 -0.1 -0.9 1.2 -0.758
O -4.293 -0.440 -1.293 0.9 1.5 -0.4 -0.776
C -2.347 -1.824 -0.042 1.3 1.0 0.3 -0.866
C -1.675 -1.803 -1.421 -0.5 -1.0 -0.2 -0.371
C -0.889 -3.124 -1.655 0.0 1.2 -0.2 -1.410
C -1.515 -1.303 1.174 -0.5 0.3 0.4 -0.073
C -1.954 -2.208 2.331 0.7 -0.5 -0.5 -1.946
O -1.581 -1.684 3.599 -0.4 0.0 -0.1 -0.248
C -2.291 -2.228 4.616 -1.0 -0.1 1.6 0.672
C -2.466 -3.731 4.738 0.2 0.0 -0.9 -0.982
O -2.789 -1.535 5.461 0.6 0.3 -0.3 -0.542
C -1.645 0.202 1.505 -0.5 0.7 -0.9 1.132
C -0.542 1.089 0.871 -0.1 -0.8 0.5 -0.257
C 0.598 1.228 1.907 -0.7 -0.2 -0.7 -1.874
C 0.954 2.607 2.455 0.6 -0.9 -0.2 1.403
F 0.410 3.659 1.833 -0.3 0.2 -0.1 -0.227
F 0.528 2.641 3.723 -0.1 0.4 1.1 -0.326
C 2.495 2.781 2.405 -1.6 1.0 0.3 0.430
F 3.009 1.817 3.145 0.9 -0.8 0.6 -0.309
F 2.827 2.639 1.126 0.7 -0.5 -0.9 -0.315
C 2.972 4.194 2.828 0.2 0.0 -0.7 0.642
F 2.187 4.746 3.730 -0.5 0.1 1.5 -0.249
F 2.827 4.962 1.748 0.1 0.5 -1.1 -0.369
C 4.477 4.285 3.211 -0.7 -0.5 0.0 0.556
F 5.120 3.363 2.505 0.4 -0.9 -0.6 -0.319
F 4.939 5.447 2.781 0.4 1.3 0.4 -0.319
C 4.796 4.033 4.709 -0.3 0.1 -0.4 0.677
F 5.860 3.253 4.763 1.5 -0.1 0.3 -0.302
F 3.832 3.314 5.270 -1.3 -0.3 0.2 -0.304
C 4.965 5.285 5.580 1.0 -0.2 0.3 0.489
F 3.916 6.074 5.501 -1.1 0.6 -0.7 -0.267
F 4.986 4.860 6.845 0.4 -0.7 1.0 -0.368
C 6.255 6.121 5.350 -0.7 0.9 0.6 0.823
F 5.869 7.290 4.845 -0.4 1.0 -0.4 -0.311
F 7.105 5.610 4.490 0.8 -1.1 -0.6 -0.300
C 7.012 6.498 6.650 0.7 0.5 -1.5 0.612
F 7.974 7.324 6.258 0.9 0.7 -0.4 -0.277
F 7.607 5.482 7.202 0.0 -1.3 0.9 -0.239
F 6.267 7.179 7.471 -1.1 0.0 1.1 -0.242
H -4.731 2.322 3.574 -0.2 1.1 -0.7 -0.595
H -5.501 1.821 1.979 0.0 -1.4 0.3 0.313
H -2.672 2.705 2.307 0.9 -0.7 0.7 0.450
H -2.948 1.227 0.101 -0.2 -0.5 -0.5 0.598
H -2.503 -2.873 0.184 -0.6 -0.1 -0.1 0.476
H -2.481 -1.782 -2.145 -0.1 0.2 -0.2 0.438
H -1.048 -0.951 -1.643 0.0 0.4 0.3 0.323
H -1.216 -3.587 -2.572 -0.2 -0.3 -0.2 0.421
H 0.157 -2.884 -1.803 0.3 -0.3 0.2 0.388
H -1.019 -3.825 -0.842 0.1 -0.2 0.1 0.334
H -0.466 -1.508 0.980 0.2 0.0 -0.2 0.641
H -3.018 -2.420 2.243 -0.3 0.3 0.4 0.753
H -1.439 -3.163 2.208 0.0 -0.2 -0.2 0.465
H -2.107 -4.276 3.874 0.2 -0.2 -0.1 0.307
H -1.973 -4.100 5.626 0.2 0.1 0.2 0.331
H -3.517 -3.960 4.844 -0.3 0.1 0.1 0.317
H -1.546 0.405 2.565 -0.3 -0.6 0.3 0.945
H -1.009 1.997 0.531 0.2 0.6 0.2 -0.330
H -0.142 0.623 -0.024 0.0 -0.1 -0.2 0.449
H 1.452 0.691 1.523 0.5 0.2 0.0 0.569
H 0.271 0.661 2.771 0.3 0.0 0.3 0.620
C -0.283 -7.056 -3.618 -0.3 -0.5 0.1 0.757
Cl 0.014 -6.133 -2.131 0.2 0.0 -0.4 -0.153
Cl -0.721 -6.140 -5.064 -0.2 0.4 0.4 -0.161
H 0.597 -7.641 -3.851 0.1 0.1 0.1 0.027
H -1.118 -7.707 -3.393 0.0 0.0 -0.1 -0.459
C -2.955 -10.028 -2.212 -0.2 0.0 0.1 -0.103
Cl -2.607 -9.015 -0.807 0.0 0.0 0.0 -0.101
Cl -3.383 -9.048 -3.622 -0.1 -0.1 -0.1 -0.176
H -2.080 -10.611 -2.448 0.1 0.0 0.0 0.018
H -3.785 -10.683 -1.975 -0.1 0.1 0.0 0.330
C 2.813 -6.555 -7.171 -0.2 -0.1 -0.6 0.304
Cl 3.438 -5.027 -6.558 -0.1 0.0 0.5 -0.186
Cl 2.013 -7.613 -6.007 0.4 0.0 0.1 -0.151
H 2.095 -6.315 -7.946 -0.1 0.0 0.0 0.317
H 3.637 -7.108 -7.595 0.0 0.0 0.1 -0.282
C -6.542 3.122 6.237 0.0 -0.1 0.0 -0.372
Cl -7.733 2.982 4.938 0.0 0.0 0.0 -0.148
Cl -4.899 3.254 5.600 -0.2 0.3 0.7 -0.086
H -6.762 4.007 6.820 0.0 0.1 -0.1 0.300
H -6.604 2.241 6.863 0.0 -0.1 -0.1 0.290
C 4.420 2.526 -12.946 -0.1 0.0 -0.1 -0.237
Cl 4.072 0.912 -12.330 -0.1 -0.1 0.1 -0.133
Cl 5.468 2.471 -14.369 0.0 0.1 0.0 -0.148
H 3.489 3.007 -13.216 0.0 -0.1 -0.1 0.266
H 4.916 3.086 -12.172 0.2 0.1 0.2 0.254
C 6.799 -7.384 -8.135 0.1 0.1 0.1 0.007
Cl 5.409 -8.278 -8.772 0.1 -0.1 -0.1 -0.181
Cl 8.318 -7.998 -8.796 0.0 0.0 0.0 -0.172
H 6.694 -6.339 -8.406 0.0 -0.2 -0.1 0.020
H 6.818 -7.490 -7.057 0.0 -0.1 0.0 0.307
C 5.810 -4.012 -10.731 0.0 -0.2 -0.3 -0.339
Cl 6.504 -2.426 -10.423 0.1 0.1 0.1 -0.150
Cl 5.062 -4.736 -9.300 -0.1 0.4 -0.2 -0.052
H 5.050 -3.899 -11.494 -0.1 0.0 0.0 0.289
H 6.592 -4.674 -11.082 0.1 0.0 0.1 0.259
C -7.775 -0.990 0.110 0.0 0.0 -0.1 0.321
Cl -7.605 -0.053 1.601 0.0 0.0 0.0 -0.151
Cl -9.356 -1.776 0.011 -0.2 0.2 -0.1 -0.183
H -7.661 -0.324 -0.736 -0.1 0.1 0.0 0.279
H -7.007 -1.750 0.088 0.0 -0.1 0.1 -0.225
C 0.421 9.108 1.687 0.0 0.2 -0.1 0.873
Cl -1.128 9.597 2.375 -0.1 0.2 -0.1 -0.159
Cl 0.274 8.706 -0.029 0.1 0.0 0.0 -0.186
H 1.118 9.929 1.795 -0.1 0.0 -0.1 -0.120
H 0.784 8.240 2.217 -0.1 -0.1 0.0 -0.394
C 3.717 12.933 2.671 0.1 0.0 0.0 -0.259
Cl 3.176 14.552 2.222 0.1 0.0 0.0 -0.151
Cl 2.351 11.859 3.004 0.1 0.0 0.1 -0.130
H 4.294 12.518 1.854 -0.1 0.0 -0.1 0.246
H 4.329 13.002 3.561 -0.1 0.0 0.1 0.280
C -1.786 6.495 4.962 -0.2 0.1 0.0 -0.543
Cl -0.317 7.015 4.136 0.2 -0.4 0.3 -0.061
Cl -2.164 4.796 4.659 0.2 0.0 0.0 -0.063
H -1.661 6.643 6.027 0.1 -0.1 0.0 0.348
H -2.610 7.096 4.597 0.0 0.0 -0.1 0.288
C -0.849 4.088 -2.187 0.0 0.2 0.0 -0.450
Cl -0.589 4.325 -0.453 -0.1 0.2 -0.7 0.021
Cl -1.871 2.679 -2.510 0.0 0.0 0.0 -0.125
H -1.332 4.968 -2.593 -0.1 0.0 0.0 0.344
H 0.111 3.938 -2.665 0.0 -0.1 0.0 0.291
C 0.663 -11.937 -0.919 0.0 0.0 0.0 -0.353
Cl 0.428 -10.543 -1.983 0.3 0.0 0.0 -0.051
Cl -0.878 -12.577 -0.337 0.0 0.0 0.0 -0.141
H 1.178 -12.713 -1.471 -0.1 0.0 -0.1 0.297
H 1.257 -11.628 -0.068 -0.1 0.1 0.1 0.279
C -9.074 -5.648 0.095 0.0 0.1 0.0 -0.286
Cl -8.841 -6.656 -1.340 -0.1 0.0 0.0 -0.165
Cl -7.671 -4.631 0.412 0.2 -0.2 0.1 -0.029
H -9.937 -5.011 -0.062 0.0 0.1 -0.1 0.204
H -9.239 -6.292 0.950 0.1 -0.1 0.0 0.286
```
Positions in Å, forces in eV/Å.

Its HOMO-LUMO gap is 9.013 eV. Its spin multiplicity is 1. For the LUMO energy, the calculation gives 0.28 eV.

# 3
Formula: C35H49MgN7OP2SSe
Source: OMol25
Level of theory: wB97M-V/def2-TZVPD

Geometry as XYZ:
```
97
Properties=species:S:1:pos:R:3:forces:R:3:mulliken_charge:R:1
Mg -0.399 0.567 0.721 0.0 0.1 -1.0 2.319
S -1.352 4.033 3.929 0.1 0.1 0.0 -0.364
C -0.274 3.170 2.872 0.0 0.2 0.1 -0.221
N -0.819 2.536 1.905 -0.1 -0.2 0.0 0.539
C -2.207 2.683 1.934 0.0 0.7 0.4 -0.076
C -3.127 2.091 1.096 -0.8 -0.1 -0.2 0.419
C -4.469 2.363 1.247 -0.2 0.0 0.1 -1.063
C -4.939 3.172 2.279 0.4 0.0 0.1 -0.499
C -4.035 3.745 3.156 -0.9 0.2 0.2 -0.573
C -2.687 3.523 2.949 0.6 -0.3 0.2 0.432
H 0.791 3.185 3.085 -0.2 -0.1 -0.2 0.090
H -2.851 1.426 0.316 0.4 -0.3 -0.4 -0.081
H -5.174 1.898 0.573 0.0 -0.1 -0.1 0.383
H -6.000 3.317 2.423 -0.1 0.1 0.0 0.383
H -4.414 4.312 4.004 0.3 0.0 -0.1 0.325
Se -1.206 -0.616 2.782 0.1 0.3 -0.1 -1.121
C 4.011 0.548 4.684 0.1 0.2 0.1 -1.395
C 2.680 0.523 3.974 -0.5 -0.1 -0.5 -0.537
P 2.669 0.848 2.136 0.5 0.0 0.4 1.164
C 4.128 -0.241 1.656 -0.6 0.0 0.6 -0.953
C 4.376 -0.294 0.167 0.3 0.2 -0.1 -0.854
C 3.452 2.546 2.122 -0.3 0.4 0.3 -0.964
C 3.032 3.332 0.887 -0.1 0.6 -0.2 -0.914
H 3.852 0.370 5.741 0.1 0.0 0.4 0.482
H 4.493 1.527 4.582 0.1 -0.2 0.0 0.249
H 4.683 -0.224 4.321 0.1 0.0 -0.1 0.243
H 1.982 1.212 4.450 -0.1 0.2 -0.1 0.357
H 2.160 -0.430 4.083 0.1 -0.2 0.0 0.177
H 3.871 -1.250 2.020 -0.1 0.2 -0.1 0.244
H 5.033 0.040 2.203 0.0 0.2 -0.1 0.652
H 3.464 -0.554 -0.361 -0.1 0.0 -0.2 -0.227
H 5.143 -1.059 -0.013 0.0 0.2 -0.3 0.398
H 4.706 0.685 -0.226 0.0 -0.5 0.1 0.362
H 4.546 2.514 2.191 -0.1 -0.1 0.1 0.481
H 3.073 3.100 3.012 0.3 -0.5 -0.3 0.522
H 3.500 2.939 -0.011 0.0 0.0 -0.2 0.188
H 3.243 4.413 0.955 0.3 -0.4 0.1 0.393
H 1.959 3.277 0.739 -0.3 -0.2 -0.1 0.081
C -1.179 2.085 -1.094 0.4 -0.5 0.5 -0.043
C -1.494 2.941 -1.914 -0.5 0.5 -0.6 -0.925
C -2.004 3.970 -2.794 0.3 -0.2 0.3 -0.256
C -2.880 4.937 -2.308 -0.5 0.5 0.4 -0.249
C -3.411 5.949 -3.112 0.0 -0.5 0.6 -0.530
C -3.054 6.028 -4.436 0.3 0.1 -0.9 -0.256
C -2.144 5.097 -4.950 -0.3 -0.1 0.1 -0.444
C -1.655 4.083 -4.148 0.2 -0.3 0.0 -0.576
H -3.163 4.881 -1.261 0.0 0.0 -0.1 0.449
H -4.137 6.635 -2.686 0.1 0.0 0.0 0.339
H -3.470 6.789 -5.098 0.1 -0.1 0.2 0.325
H -1.846 5.130 -5.992 0.0 0.1 0.0 0.337
H -0.993 3.325 -4.539 0.2 0.0 -0.2 0.453
N 5.042 2.718 -3.159 -1.1 -0.1 -0.2 -0.705
C 3.904 2.422 -3.186 0.8 -0.3 0.5 0.522
N 2.647 2.035 -3.235 0.2 0.4 -0.8 -0.936
C 2.109 1.479 -2.192 0.1 -0.3 1.2 0.501
N 1.648 0.972 -1.244 0.1 0.2 -0.4 -0.399
O -0.496 -1.020 -0.638 0.3 0.6 0.1 -0.922
P -0.565 -2.497 -0.638 -1.3 0.4 1.0 -0.861
N 0.097 -3.370 0.588 0.7 -0.1 -0.2 0.520
C 1.501 -3.001 0.955 -0.3 0.5 0.1 0.243
C 1.524 -3.122 2.487 -0.4 -0.5 -0.2 0.097
C 0.474 -4.221 2.742 0.2 0.4 -0.2 -1.037
C -0.640 -3.868 1.768 0.5 -0.4 -0.1 -0.433
N -2.173 -2.915 -0.583 -0.1 -0.1 -0.2 0.634
C -3.182 -1.947 -1.072 -0.3 0.0 0.1 -0.284
C -4.474 -2.766 -1.280 0.5 -0.4 -0.6 -0.677
C -3.919 -4.190 -1.499 -0.1 -0.3 0.5 -0.867
C -2.744 -4.254 -0.510 -0.3 0.5 -0.5 -0.655
N 0.186 -2.981 -2.010 0.6 -0.4 -0.5 0.178
C 0.547 -4.380 -2.246 -0.3 -0.2 -0.3 -0.400
C 1.618 -4.304 -3.345 -0.2 -0.3 -0.3 -0.752
C 2.238 -2.929 -3.181 0.2 0.4 0.0 -0.649
C 1.046 -2.058 -2.791 0.1 0.0 0.4 0.662
H 1.737 -1.972 0.632 -0.2 -0.2 0.1 -0.366
H 2.253 -3.639 0.477 -0.2 -0.3 -0.1 0.080
H 1.164 -2.189 2.934 0.1 0.0 -0.1 -0.637
H 2.506 -3.408 2.859 0.2 0.1 0.1 0.477
H 0.109 -4.290 3.759 -0.1 0.3 0.3 0.416
H 0.879 -5.193 2.485 0.3 -0.4 -0.1 0.374
H -1.248 -3.075 2.189 -0.4 0.1 0.0 0.145
H -1.182 -4.780 1.508 -0.2 0.2 0.0 0.286
H -2.900 -1.478 -2.020 0.3 -0.1 0.1 0.407
H -3.329 -1.153 -0.347 0.1 0.1 0.2 -0.094
H -5.059 -2.377 -2.132 0.3 -0.2 0.2 0.380
H -5.130 -2.754 -0.422 0.0 0.1 0.5 0.340
H -3.550 -4.316 -2.515 0.1 0.1 -0.2 0.266
H -4.613 -5.016 -1.288 -0.1 0.3 -0.1 0.423
H -2.004 -4.993 -0.787 0.2 -0.3 -0.1 0.469
H -3.114 -4.501 0.492 0.0 0.1 0.0 0.262
H -0.328 -4.999 -2.570 0.5 0.4 0.1 0.113
H 0.927 -4.831 -1.324 0.1 0.0 0.0 0.353
H 1.143 -4.410 -4.322 -0.1 0.2 -0.1 0.328
H 2.338 -5.113 -3.287 0.2 -0.2 0.2 0.401
H 2.770 -2.550 -4.072 -0.3 -0.2 0.3 0.451
H 2.962 -2.947 -2.362 0.0 0.0 0.0 0.170
H 0.509 -1.721 -3.670 -0.1 0.2 -0.3 0.335
H 1.308 -1.175 -2.196 -0.1 -0.2 -0.2 -0.826
```
Positions in Å, forces in eV/Å.

Its total charge is -2. Its HOMO-LUMO gap is 4.448 eV. Its spin multiplicity is 1. The value obtained for the energy above the lowest of the compared OMol25 structures with the same formula, charge and spin is 0.0 kcal per mole. For the LUMO energy, the calculation gives 4.09 eV.